(1)
DFT (ωB97M-V/def2-TZVPD) results for a molecular structure, C24H36F12FeO18P2.

Values from the calculation:
- Calculated total energy: -5435.81693 a.u.
- Multiplicity: 5
- Gap between HOMO and LUMO (spin up / spin down): 10.7 / 9.9 eV

Geometry (Å):
Fe (2.40, -0.62, -0.41)
P (3.52, -3.13, -1.42)
F (2.89, -4.05, -2.53)
F (2.12, -3.15, -0.61)
F (4.16, -4.30, -0.57)
F (4.06, -2.03, -0.22)
F (4.87, -2.96, -2.23)
F (2.96, -1.73, -2.15)
P (-0.57, 0.12, -0.65)
F (0.69, 0.72, 0.28)
F (-1.72, 0.83, 0.19)
F (-0.53, 1.40, -1.61)
F (-1.58, -0.69, -1.57)
F (0.70, -0.48, -1.60)
F (-0.51, -1.17, 0.30)
C (-4.94, -2.41, -1.93)
C (-5.42, -1.10, -1.38)
C (-4.51, 0.08, -1.61)
O (-5.46, 1.17, -1.77)
C (-6.67, 0.65, -2.10)
O (-7.64, 1.29, -2.31)
O (-6.56, -0.70, -2.17)
H (-3.87, -2.55, -1.80)
H (-5.05, -2.43, -3.02)
H (-5.51, -3.27, -1.57)
H (-5.70, -1.17, -0.32)
H (-3.91, 0.03, -2.52)
H (-3.83, 0.39, -0.82)
C (-0.59, 0.61, 3.61)
C (-0.50, 0.57, 5.11)
C (0.29, -0.65, 5.64)
O (1.26, -0.13, 6.51)
C (1.25, 1.23, 6.46)
O (1.95, 1.94, 7.09)
O (0.29, 1.66, 5.61)
H (-1.24, 1.45, 3.34)
H (-1.19, -0.23, 3.26)
H (0.40, 0.64, 3.17)
H (-1.45, 0.57, 5.65)
H (0.78, -1.11, 4.78)
H (-0.34, -1.46, 6.02)
C (-0.36, -2.70, -4.16)
C (-0.94, -3.85, -3.39)
C (-0.09, -5.14, -3.14)
O (-0.24, -5.33, -1.75)
C (-1.07, -4.39, -1.21)
O (-1.43, -4.44, -0.08)
O (-1.35, -3.42, -2.10)
H (-0.27, -2.83, -5.23)
H (0.63, -2.52, -3.72)
H (-0.86, -1.74, -3.97)
H (-1.82, -4.22, -3.94)
H (0.92, -4.84, -3.41)
H (-0.49, -5.94, -3.75)
C (4.49, 4.99, -3.34)
C (3.63, 4.60, -2.14)
C (2.14, 4.54, -2.42)
O (1.76, 3.19, -2.01)
C (2.86, 2.52, -1.65)
O (2.91, 1.35, -1.35)
O (3.96, 3.24, -1.76)
H (4.37, 6.06, -3.49)
H (4.04, 4.51, -4.21)
H (5.54, 4.74, -3.28)
H (3.95, 5.21, -1.29)
H (1.93, 4.67, -3.48)
H (1.55, 5.24, -1.83)
C (-3.47, 5.20, -1.32)
C (-2.34, 4.51, -0.62)
C (-0.95, 4.69, -1.17)
O (-0.11, 4.83, -0.03)
C (-0.90, 5.05, 1.07)
O (-0.47, 5.29, 2.15)
O (-2.18, 4.96, 0.74)
H (-3.95, 4.65, -2.14)
H (-3.15, 6.18, -1.68)
H (-4.27, 5.47, -0.63)
H (-2.60, 3.46, -0.53)
H (-0.88, 5.60, -1.78)
H (-0.67, 3.84, -1.76)
C (3.78, -3.06, 5.19)
C (3.15, -3.52, 3.90)
C (1.61, -3.76, 3.98)
O (1.07, -2.83, 3.02)
C (2.06, -2.23, 2.38)
O (1.91, -1.51, 1.43)
O (3.26, -2.51, 2.89)
H (4.05, -3.93, 5.80)
H (3.12, -2.44, 5.80)
H (4.75, -2.58, 5.04)
H (3.59, -4.47, 3.60)
H (1.22, -3.51, 4.97)
H (1.37, -4.76, 3.65)

***

(2)
DFT (ωB97M-V/def2-TZVPD) results for 2 unconnected molecules or ions with the total composition C24H36F8N2O3P.

Values from the calculation:
- Calculated total energy: -2411.51164 a.u.
- Multiplicity: 2
- Gap between HOMO and LUMO (spin up / spin down): 8.6 / 9.0 eV

Geometry (Å):
C (-0.25, -3.62, 1.73)
C (-1.26, -2.59, 2.21)
C (-0.96, -1.12, 1.90)
C (-0.58, -0.69, 0.45)
P (1.26, -0.97, 0.27)
N (1.72, -2.10, -0.72)
C (-1.41, -1.41, -0.60)
C (-1.56, -0.80, -2.01)
C (-0.41, -1.15, -2.96)
C (-2.85, -1.42, -2.61)
N (-1.77, 0.67, -1.95)
O (-1.88, 1.22, -3.10)
C (-0.99, 1.50, -1.00)
C (-1.80, 2.79, -0.76)
C (0.36, 1.92, -1.59)
C (-0.87, 0.82, 0.37)
O (-2.54, -2.96, 1.70)
C (-3.64, -2.56, 2.48)
C (-4.71, -1.96, 1.60)
C (-4.99, -2.54, 0.37)
C (-5.95, -1.98, -0.46)
C (-6.63, -0.84, -0.07)
C (-6.36, -0.27, 1.15)
C (-5.40, -0.83, 1.99)
H (-0.43, -3.93, 0.70)
H (-0.34, -4.52, 2.35)
H (0.78, -3.28, 1.83)
H (-1.30, -2.68, 3.30)
H (-1.86, -0.56, 2.16)
H (-0.18, -0.78, 2.59)
H (1.64, -1.26, 1.60)
H (1.80, 0.31, 0.07)
H (2.35, -1.75, -1.43)
H (-2.42, -1.45, -0.18)
H (-1.09, -2.44, -0.74)
H (-0.67, -0.84, -3.97)
H (-0.29, -2.23, -2.95)
H (0.55, -0.74, -2.66)
H (-3.17, -2.29, -2.04)
H (-3.65, -0.68, -2.61)
H (-2.70, -1.71, -3.65)
H (-1.50, 3.25, 0.18)
H (-1.62, 3.50, -1.57)
H (-2.87, 2.56, -0.75)
H (0.20, 2.51, -2.49)
H (0.86, 2.56, -0.86)
H (1.03, 1.08, -1.79)
H (-1.84, 0.97, 0.87)
H (-0.15, 1.39, 0.96)
H (-3.34, -1.80, 3.21)
H (-4.03, -3.43, 3.02)
H (-4.45, -3.43, 0.07)
H (-6.14, -2.44, -1.42)
H (-7.36, -0.39, -0.73)
H (-6.88, 0.63, 1.47)
H (-5.19, -0.37, 2.95)
C (7.31, 2.69, 0.69)
C (6.40, 3.84, 1.13)
C (5.22, 3.52, 2.05)
F (4.34, 2.70, 1.44)
F (4.58, 4.67, 2.35)
F (5.97, 4.54, 0.06)
F (7.20, 4.67, 1.88)
O (7.11, 2.15, -0.60)
C (6.24, 1.12, -0.84)
C (5.14, 1.53, -1.83)
F (4.43, 2.56, -1.34)
F (4.31, 0.47, -2.00)
F (5.72, 0.61, 0.29)
F (6.94, 0.13, -1.44)
H (8.31, 3.13, 0.64)
H (7.36, 1.91, 1.45)
H (5.57, 3.05, 2.98)
H (5.58, 1.81, -2.79)

***

(3)
DFT (ωB97M-V/def2-TZVPD) results for a single C24H36N2O4 molecule.

Values from the calculation:
- Energy above the lowest of the compared OMol25 structures with the same formula, charge and spin: 0.2 kcal per mole
- Calculated total energy: -1346.62316 a.u.
- Gap between HOMO and LUMO: 9.2 eV

Geometry (Å):
C (1.02, -0.40, -5.99)
O (0.00, -1.17, -5.41)
C (-0.78, -1.85, -6.38)
C (-1.89, -2.64, -5.68)
C (-2.99, -1.72, -5.17)
O (-3.91, -1.41, -5.91)
N (-2.94, -1.29, -3.90)
C (-1.84, -1.41, -2.96)
H (-2.22, -1.85, -2.03)
C (-1.25, -0.03, -2.66)
H (-0.82, 0.38, -3.57)
H (-0.45, -0.15, -1.93)
C (-2.32, 0.92, -2.13)
C (-3.50, 0.96, -3.11)
C (-4.00, -0.45, -3.39)
H (-4.38, -0.89, -2.46)
H (-4.80, -0.43, -4.14)
H (-3.16, 1.42, -4.04)
H (-4.30, 1.56, -2.69)
O (-2.85, 0.47, -0.89)
C (-2.14, 0.63, 0.26)
C (-2.72, 0.08, 1.40)
C (-2.10, 0.18, 2.63)
C (-0.88, 0.83, 2.75)
C (-0.31, 1.40, 1.62)
C (-0.92, 1.30, 0.38)
H (-0.45, 1.76, -0.47)
H (0.62, 1.95, 1.68)
C (-0.27, 0.91, 4.11)
O (-0.94, 0.88, 5.12)
N (1.08, 1.04, 4.13)
H (1.60, 0.95, 3.27)
C (1.84, 1.07, 5.36)
C (2.57, -0.25, 5.63)
C (3.60, -0.67, 4.58)
C (4.88, 0.17, 4.53)
C (4.73, 1.52, 3.80)
C (6.04, 1.71, 3.04)
H (5.95, 2.42, 2.22)
C (6.37, 0.30, 2.57)
H (7.40, 0.18, 2.26)
H (5.73, 0.04, 1.72)
C (6.02, -0.56, 3.78)
H (6.89, -0.65, 4.43)
H (5.72, -1.57, 3.49)
H (6.82, 2.06, 3.72)
H (4.53, 2.35, 4.48)
H (3.91, 1.46, 3.08)
H (5.20, 0.36, 5.56)
H (3.14, -0.70, 3.59)
H (3.89, -1.70, 4.83)
H (1.82, -1.03, 5.71)
H (3.07, -0.16, 6.60)
H (2.54, 1.90, 5.32)
H (1.12, 1.25, 6.16)
H (-2.56, -0.23, 3.51)
H (-3.67, -0.43, 1.30)
H (-1.91, 1.93, -2.01)
H (-1.06, -2.04, -3.37)
H (-1.47, -3.27, -4.90)
H (-2.36, -3.28, -6.44)
H (-1.23, -1.13, -7.08)
H (-0.14, -2.54, -6.95)
H (0.61, 0.38, -6.64)
H (1.71, -1.03, -6.57)
H (1.56, 0.06, -5.17)

***

(4)
DFT (ωB97M-V/def2-TZVPD) results for a single C24H36N2O4 molecule.

Values from the calculation:
- Energy above the lowest of the compared OMol25 structures with the same formula, charge and spin: 3.1 kcal per mole
- Calculated total energy: -1346.61859 a.u.
- Gap between HOMO and LUMO: 9.3 eV

Geometry (Å):
C (-9.70, -1.14, -2.49)
O (-8.78, -0.32, -1.82)
C (-7.81, -1.06, -1.10)
C (-6.87, -0.07, -0.42)
C (-5.82, -0.81, 0.39)
O (-5.82, -2.03, 0.50)
N (-4.89, -0.04, 0.99)
C (-4.80, 1.40, 0.85)
H (-4.46, 1.66, -0.16)
C (-3.82, 1.98, 1.86)
H (-4.15, 1.74, 2.87)
H (-3.80, 3.06, 1.75)
C (-2.41, 1.44, 1.62)
C (-2.46, -0.07, 1.28)
C (-3.79, -0.68, 1.69)
H (-3.83, -1.74, 1.43)
H (-3.93, -0.60, 2.78)
H (-1.65, -0.61, 1.76)
H (-2.35, -0.17, 0.20)
O (-1.87, 2.20, 0.55)
C (-0.55, 2.16, 0.27)
C (-0.15, 2.92, -0.83)
C (1.18, 2.97, -1.20)
C (2.15, 2.27, -0.48)
C (1.74, 1.51, 0.61)
C (0.41, 1.44, 0.98)
H (0.14, 0.83, 1.82)
H (2.46, 0.92, 1.16)
C (3.56, 2.34, -0.95)
O (3.85, 2.50, -2.12)
N (4.49, 2.25, 0.02)
H (4.20, 2.13, 0.98)
C (5.91, 2.16, -0.25)
C (6.47, 0.78, 0.10)
C (5.85, -0.31, -0.76)
C (6.36, -1.71, -0.41)
C (5.81, -2.79, -1.36)
C (5.00, -3.75, -0.49)
H (3.97, -3.41, -0.40)
C (5.68, -3.65, 0.87)
H (6.62, -4.20, 0.86)
H (5.07, -4.04, 1.69)
C (5.95, -2.16, 1.00)
H (6.71, -1.93, 1.75)
H (5.03, -1.65, 1.29)
H (4.99, -4.77, -0.88)
H (6.62, -3.32, -1.84)
H (5.19, -2.35, -2.15)
H (7.46, -1.69, -0.48)
H (6.08, -0.10, -1.81)
H (4.76, -0.29, -0.66)
H (6.27, 0.58, 1.16)
H (7.55, 0.80, -0.04)
H (6.03, 2.36, -1.32)
H (6.43, 2.94, 0.32)
H (1.49, 3.54, -2.06)
H (-0.90, 3.47, -1.38)
H (-1.81, 1.61, 2.53)
H (-5.79, 1.85, 1.00)
H (-7.46, 0.58, 0.23)
H (-6.39, 0.55, -1.18)
H (-8.30, -1.70, -0.35)
H (-7.25, -1.71, -1.78)
H (-10.39, -0.48, -3.01)
H (-10.25, -1.78, -1.79)
H (-9.20, -1.79, -3.22)

***

(5)
DFT (ωB97M-V/def2-TZVPD) results for a molecular structure, C24H36N2SiY.

Values from the calculation:
- Energy above the lowest of the compared OMol25 structures with the same formula, charge and spin: 23.8 kcal per mole
- Charge: +1
- Calculated total energy: -1373.08004 a.u.
- Gap between HOMO and LUMO (spin up / spin down): 5.6 / 5.6 eV

Geometry (Å):
C (-0.23, 2.53, 2.84)
C (0.26, 3.02, 1.60)
C (-0.54, 2.45, 0.56)
H (1.04, 3.77, 1.47)
C (-1.52, 1.58, 1.17)
C (-1.31, 1.63, 2.58)
H (-2.00, 1.24, 3.34)
H (0.03, 2.97, 3.80)
H (-0.40, 2.65, -0.51)
H (-2.30, 1.02, 0.67)
Y (0.66, 0.60, 1.46)
C (-0.91, -2.31, -2.30)
H (-1.60, -1.71, -2.95)
H (-0.06, -2.83, -2.74)
H (-1.25, -2.64, -1.32)
Si (0.31, -0.05, -1.40)
C (1.66, -0.20, -2.79)
C (2.71, 0.75, -2.71)
H (2.83, 1.35, -1.81)
C (3.59, 0.99, -3.78)
H (4.36, 1.75, -3.68)
C (3.46, 0.26, -4.96)
H (4.14, 0.49, -5.80)
C (2.50, -0.76, -5.03)
H (2.43, -1.40, -5.91)
C (1.64, -1.02, -3.94)
H (0.98, -1.88, -3.98)
C (-0.91, 0.93, -2.58)
C (-0.62, 1.37, -3.90)
H (0.38, 1.23, -4.30)
C (-1.57, 1.99, -4.72)
H (-1.33, 2.26, -5.75)
C (-2.83, 2.31, -4.23)
H (-3.57, 2.83, -4.85)
C (-3.13, 1.96, -2.91)
H (-4.08, 2.30, -2.51)
C (-2.21, 1.24, -2.13)
H (-2.50, 0.93, -1.13)
H (-2.01, -5.13, -2.45)
H (-1.82, -4.41, -2.65)
C (0.56, -2.31, 1.30)
N (-0.45, -1.52, 2.05)
C (-1.82, -1.78, 1.55)
C (-0.38, -1.90, 3.49)
C (0.90, -1.35, 4.12)
N (0.86, 0.14, 4.09)
C (-0.04, 0.55, 5.21)
C (2.20, 0.67, 4.42)
H (0.42, -2.15, 0.21)
H (0.46, -3.39, 1.52)
H (1.58, -1.99, 1.58)
H (-2.06, -2.85, 1.68)
H (-2.54, -1.20, 2.13)
H (-1.88, -1.47, 0.49)
H (-1.28, -1.51, 3.98)
H (-0.43, -3.01, 3.58)
H (0.95, -1.68, 5.17)
H (1.83, -1.68, 3.63)
H (0.34, 0.08, 6.14)
H (-0.04, 1.63, 5.34)
H (-1.06, 0.21, 5.04)
H (2.56, 0.24, 5.38)
H (2.91, 0.42, 3.62)
H (2.15, 1.76, 4.53)

***

(6)
DFT (ωB97M-V/def2-TZVPD) results for a molecular structure, C24H36N8O2Pd.

Values from the calculation:
- Energy above the lowest of the compared OMol25 structures with the same formula, charge and spin: 0.0 kcal per mole
- Calculated total energy: -1652.53121 a.u.
- Gap between HOMO and LUMO: 7.6 eV

Geometry (Å):
Pd (-0.16, -0.06, -0.33)
C (-4.05, -1.69, -0.14)
C (-2.84, -0.99, -0.72)
O (-2.00, -0.59, 0.18)
C (-2.77, -0.78, -2.08)
C (-1.75, -0.04, -2.77)
C (-1.96, 0.30, -4.22)
N (-0.67, 0.35, -2.17)
N (0.27, 1.13, -2.88)
C (1.38, 1.17, -2.20)
O (1.60, 0.56, -1.07)
C (2.45, 2.08, -2.71)
C (2.37, 2.66, -3.97)
C (3.36, 3.53, -4.40)
C (4.44, 3.82, -3.57)
C (4.52, 3.24, -2.32)
C (3.53, 2.37, -1.88)
H (-3.84, -2.00, 0.88)
H (-4.31, -2.56, -0.74)
H (-4.92, -1.02, -0.14)
H (-3.59, -1.15, -2.68)
H (-2.90, -0.12, -4.57)
H (-1.13, -0.09, -4.81)
H (-1.97, 1.38, -4.36)
H (1.52, 2.43, -4.60)
H (3.29, 3.98, -5.38)
H (5.21, 4.50, -3.91)
H (5.36, 3.46, -1.67)
H (3.58, 1.90, -0.91)
C (-0.26, 3.31, 0.16)
N (-0.88, 3.16, 1.46)
C (-1.16, 4.33, 2.25)
C (-1.67, 3.72, 3.55)
N (-1.02, 2.41, 3.56)
C (-1.61, 1.40, 4.42)
C (-0.61, 2.08, 2.27)
N (-0.05, 1.01, 1.87)
C (0.48, 0.05, 2.82)
C (1.63, -0.70, 2.18)
N (1.12, -1.53, 1.10)
C (1.82, -2.46, 0.57)
N (1.28, -3.37, -0.32)
C (-0.01, -3.18, -0.95)
C (2.34, -4.00, -1.08)
C (3.48, -3.96, -0.08)
N (3.18, -2.75, 0.67)
C (4.00, -2.50, 1.84)
H (-0.52, 4.29, -0.23)
H (-0.62, 2.55, -0.54)
H (0.83, 3.23, 0.21)
H (-1.91, 4.96, 1.77)
H (-0.26, 4.94, 2.42)
H (-2.76, 3.60, 3.52)
H (-1.41, 4.30, 4.43)
H (-2.41, 1.86, 5.00)
H (-0.90, 0.96, 5.12)
H (-2.06, 0.59, 3.83)
H (-0.28, -0.68, 3.12)
H (0.86, 0.54, 3.72)
H (2.10, -1.29, 2.98)
H (2.35, 0.03, 1.80)
H (-0.75, -2.92, -0.20)
H (-0.30, -4.13, -1.41)
H (0.01, -2.40, -1.71)
H (2.58, -3.43, -1.99)
H (2.07, -5.02, -1.37)
H (4.46, -3.89, -0.55)
H (3.46, -4.84, 0.57)
H (5.00, -2.90, 1.62)
H (3.63, -3.01, 2.73)
H (4.11, -1.44, 2.04)

***

Among the records above, which one has the lowest calculated total energy? C24H36F12FeO18P2

***

Look up the calculated total energy of the fifth one. -1373.08004 a.u.

***

Number 5 is which compound? C24H36N2SiY

***

Among the records above, which one has the highest calculated total energy? number 4